# C5H9NO

A single C5H9NO molecule at a distorted geometry (ωB97M-V/def2-TZVPD, OMol25).

Calculated values
ΔE to the lowest compared entry with this formula, charge and spin	41.3	kcal per mole
lowest unoccupied orbital energy	0.038	Ha
calculated total energy	-8867.4198	eV
SMILES string	N/C=C/CCC=O

XYZ file:
```
16
C5H9NO (ωB97M-V/def2-TZVPD)
O 1.401 0.373 -3.240
C 1.819 -0.224 -2.284
C 0.975 -0.647 -1.098
C -0.054 0.428 -0.709
C -0.958 -0.047 0.415
C -0.835 0.404 1.654
N -1.566 -0.103 2.762
H 2.877 -0.561 -2.239
H 1.679 -0.646 -0.259
H 0.599 -1.665 -1.190
H -0.709 0.701 -1.531
H 0.505 1.300 -0.387
H -1.772 -0.670 0.068
H 0.007 1.037 1.907
H -1.413 0.462 3.585
H -2.554 -0.143 2.548
```

=====

# C5H9NO

A molecular structure, C5H9NO at a distorted geometry (ωB97M-V/def2-TZVPD, OMol25).

Calculated values
ΔE to the lowest compared entry with this formula, charge and spin	105.4	kcal per mole
lowest unoccupied orbital energy	0.027	Ha
calculated total energy	-8864.6421	eV

XYZ file:
```
16
C5H9NO (ωB97M-V/def2-TZVPD)
C 1.119 -0.899 0.743
C 0.985 1.280 -0.730
C 0.034 0.258 -1.247
N -0.347 -0.163 0.114
C -1.789 -0.579 0.282
C 0.456 1.498 0.495
O 0.309 2.041 1.541
H 0.733 -1.759 1.248
H 1.838 -0.411 1.473
H 1.772 -1.221 -0.087
H 1.813 1.792 -1.192
H -0.825 0.723 -1.759
H 0.420 -0.553 -1.875
H -1.991 -0.750 1.339
H -2.485 0.225 -0.057
H -2.043 -1.484 -0.290
```

=====

# C5H9NO

A single C5H9NO molecule at a distorted geometry (ωB97M-V/def2-TZVPD, OMol25).

Calculated values
ΔE to the lowest compared entry with this formula, charge and spin	63.0	kcal per mole
lowest unoccupied orbital energy	0.031	Ha
calculated total energy	-8866.4823	eV
SMILES string	C=CCCC(N)=O

XYZ file:
```
16
C5H9NO (ωB97M-V/def2-TZVPD)
C -0.451 0.413 -0.695
C 0.972 0.036 -0.852
C 1.223 -1.417 -0.346
C 2.145 -2.183 -0.910
C -0.982 0.857 0.647
N -2.356 1.090 0.660
O -0.186 1.134 1.645
H -1.255 -0.407 -0.918
H -0.714 1.202 -1.359
H 1.326 0.257 -1.846
H 1.701 0.624 -0.217
H 0.456 -1.917 0.209
H 2.254 -3.244 -0.515
H 2.492 -1.942 -1.948
H -3.189 0.459 0.718
H -2.536 2.032 1.030
```

=====

# C5H9NO

A single C5H9NO molecule at a distorted geometry (ωB97M-V/def2-TZVPD, OMol25).

Calculated values
ΔE to the lowest compared entry with this formula, charge and spin	108.6	kcal per mole
lowest unoccupied orbital energy	0.033	Ha
calculated total energy	-8864.5016	eV
SMILES string	CC(=O)[C@@H]1CN1C

XYZ file:
```
16
C5H9NO (ωB97M-V/def2-TZVPD)
C 1.207 -0.072 -1.828
N 0.749 0.291 -0.502
C 1.241 -0.441 0.626
C -0.206 -0.596 0.115
C -1.722 0.036 0.421
O -2.692 -0.606 0.092
C -1.557 1.102 1.380
H 2.126 0.473 -2.057
H 0.436 0.217 -2.550
H 1.398 -1.154 -1.934
H 1.909 -1.299 0.440
H 1.489 0.130 1.522
H -0.388 -1.574 -0.328
H -2.458 1.586 1.842
H -0.776 0.114 1.607
H -0.755 1.794 1.154
```

=====

# C5H9NO

2 unconnected molecules or ions with the total composition C5H9NO at a distorted geometry (ωB97M-V/def2-TZVPD, OMol25).

Calculated values
ΔE to the lowest compared entry with this formula, charge and spin	136.8	kcal per mole
lowest unoccupied orbital energy (alpha / beta)	0.027 / 0.027	Ha
calculated total energy	-8863.2789	eV
SMILES string	C/C=[NH+]\[O-].C#CC

XYZ file:
```
16
C5H9NO (ωB97M-V/def2-TZVPD)
C -0.721 -2.178 -0.280
C -0.511 -1.656 0.767
C -0.230 0.995 -0.501
C -0.222 -1.252 2.124
C 1.290 1.332 -0.531
N -0.741 1.055 -1.695
O -0.099 1.485 -2.714
H -0.989 -2.276 -1.298
H -0.857 0.695 0.282
H 0.762 -0.982 2.260
H -0.290 -1.966 2.958
H -0.681 -0.211 2.318
H 1.722 0.363 -0.871
H 1.911 1.515 0.369
H 1.404 2.142 -1.281
H -1.749 0.939 -1.909
```

=====

# C5H9NO

A single C5H9NO molecule at a distorted geometry (ωB97M-V/def2-TZVPD, OMol25).

Calculated values
ΔE to the lowest compared entry with this formula, charge and spin	69.6	kcal per mole
lowest unoccupied orbital energy	0.035	Ha
calculated total energy	-8866.1946	eV
SMILES string	C=C1[C@H](C)O[C@@H]1N

XYZ file:
```
16
C5H9NO (ωB97M-V/def2-TZVPD)
C 1.908 0.800 0.416
C 0.747 -0.040 0.876
C -1.467 1.233 0.387
C -0.595 0.249 0.406
H 0.831 -0.375 1.913
H 1.825 1.006 -0.649
H 1.900 1.744 0.964
H 2.847 0.285 0.606
H -2.394 1.147 -0.164
H -1.306 2.163 0.917
N -0.941 -1.415 -1.632
C -0.577 -1.275 -0.281
O 0.762 -1.452 -0.026
H -1.928 -1.318 -1.820
H -0.358 -0.880 -2.262
H -1.254 -1.872 0.348
```

=====

# C5H9NO

A molecular structure, C5H9NO at a distorted geometry (ωB97M-V/def2-TZVPD, OMol25).

Calculated values
ΔE to the lowest compared entry with this formula, charge and spin	81.9	kcal per mole
lowest unoccupied orbital energy	0.019	Ha
calculated total energy	-8865.6632	eV

XYZ file:
```
16
C5H9NO (ωB97M-V/def2-TZVPD)
C 1.418 0.692 -0.130
C 0.117 -0.078 0.024
C 0.197 -1.194 1.055
C -1.120 0.783 0.233
N -1.630 0.088 -1.394
C -0.402 -0.557 -1.320
O 0.014 -1.396 -2.084
H 2.194 0.007 -0.483
H 1.735 1.130 0.822
H 1.318 1.495 -0.871
H 0.486 -0.794 2.034
H 0.939 -1.931 0.738
H -0.767 -1.706 1.162
H -1.835 0.508 1.005
H -0.921 1.877 0.278
H -1.743 1.074 -1.068
```

=====

# C5H9NO

A single C5H9NO molecule at a distorted geometry (ωB97M-V/def2-TZVPD, OMol25).

Calculated values
ΔE to the lowest compared entry with this formula, charge and spin	71.5	kcal per mole
lowest unoccupied orbital energy	0.041	Ha
calculated total energy	-8866.1124	eV
SMILES string	C[C@H]1N[C@H]1[C@H]1CO1

XYZ file:
```
16
C5H9NO (ωB97M-V/def2-TZVPD)
C 1.090 -0.508 1.628
C 0.235 -1.354 0.602
N -1.185 -1.149 0.367
C -0.229 -0.804 -0.687
C 0.023 0.643 -0.990
C -1.086 1.517 -1.368
O -0.508 1.587 -0.068
H 2.153 -0.489 1.342
H 1.063 -0.906 2.656
H 0.738 0.520 1.677
H 0.609 -2.360 0.762
H -1.457 -0.295 0.856
H -0.292 -1.424 -1.583
H 1.021 0.885 -1.357
H -0.909 2.384 -2.000
H -2.094 1.107 -1.401
```

=====

# C5H9NO

A single C5H9NO molecule at a distorted geometry (ωB97M-V/def2-TZVPD, OMol25).

Calculated values
ΔE to the lowest compared entry with this formula, charge and spin	57.6	kcal per mole
lowest unoccupied orbital energy	0.031	Ha
calculated total energy	-8866.7130	eV
SMILES string	CC1(C)CNC1=O

XYZ file:
```
16
C5H9NO (ωB97M-V/def2-TZVPD)
C -0.902 0.359 1.522
C -0.109 -0.003 0.224
C 1.373 -0.052 0.590
C -0.062 -1.154 -1.212
N -0.221 0.054 -1.947
C -0.645 0.845 -0.906
O -1.410 1.781 -0.905
H -0.527 1.355 1.841
H -0.734 -0.299 2.378
H -1.974 0.512 1.369
H 1.715 0.791 1.202
H 1.990 -0.130 -0.306
H 1.521 -0.967 1.185
H 0.803 -1.741 -1.587
H -0.930 -1.805 -1.176
H 0.138 0.344 -2.843
```

=====

# C5H9NO

A molecular structure, C5H9NO (ωB97M-V/def2-TZVPD, OMol25).

Calculated values
ΔE to the lowest compared entry with this formula, charge and spin	82.2	kcal per mole
lowest unoccupied orbital energy	0.029	Ha
calculated total energy	-8865.6461	eV

XYZ file:
```
16
C5H9NO (ωB97M-V/def2-TZVPD)
C -1.055 0.840 -1.377
C 0.216 0.516 -0.590
N 0.379 0.982 0.919
C -0.546 -0.168 1.273
C 0.386 -0.776 0.185
O 0.476 -2.023 -0.396
C 1.491 -0.051 0.970
H -1.137 1.927 -1.452
H -1.028 0.450 -2.409
H -1.971 0.460 -0.915
H 1.089 0.759 -1.221
H -1.595 0.049 1.059
H -0.445 -0.557 2.296
H -0.391 -2.255 -0.762
H 2.395 0.279 0.448
H 1.737 -0.432 1.972
```

=====

# C5H9NO

A single C5H9NO molecule (ωB97M-V/def2-TZVPD, OMol25).

Calculated values
ΔE to the lowest compared entry with this formula, charge and spin	60.5	kcal per mole
lowest unoccupied orbital energy	0.028	Ha
calculated total energy	-8866.5871	eV
SMILES string	CC(C)=C=NCO

XYZ file:
```
16
C5H9NO (ωB97M-V/def2-TZVPD)
C -1.748 -0.969 0.463
C -0.989 0.110 -0.269
C -0.979 0.106 -1.776
C 1.831 0.404 1.005
O 3.080 0.837 1.421
C -0.201 0.926 0.391
N 0.752 1.441 0.983
H -1.390 -1.948 0.117
H -1.583 -0.922 1.544
H -2.826 -0.927 0.275
H -1.977 0.263 -2.197
H -0.620 -0.869 -2.131
H -0.312 0.874 -2.176
H 1.872 -0.033 -0.002
H 1.495 -0.357 1.714
H 3.595 1.064 0.637
```

=====

# C5H9NO

2 unconnected molecules or ions with the total composition C5H9NO at a distorted geometry (ωB97M-V/def2-TZVPD, OMol25).

Calculated values
ΔE to the lowest compared entry with this formula, charge and spin	42.3	kcal per mole
lowest unoccupied orbital energy	0.026	Ha
calculated total energy	-8867.3800	eV
SMILES string	Cc1cc[nH]c1.O

XYZ file:
```
16
C5H9NO (ωB97M-V/def2-TZVPD)
C 0.848 -0.785 -2.322
C 0.351 -0.119 -1.086
C -0.874 -0.410 -0.535
N -1.019 0.435 0.537
C -0.003 1.371 0.572
C 0.838 1.104 -0.501
H 1.486 -0.048 -2.821
H 0.019 -0.981 -3.010
H 1.428 -1.703 -2.209
H -1.583 -1.063 -1.009
H -1.866 0.520 1.053
H 0.087 1.818 1.550
H 1.406 1.759 -1.144
H 0.352 -0.800 3.535
H -1.063 -0.574 3.337
O -0.408 -0.524 4.053
```

=====

> Number 2 is which compound?

C5H9NO

=====

> The highest ΔE to the lowest compared entry with this formula, charge and spin belongs to which entry?

number 5

=====

Repeat the eighth record exactly.
# C5H9NO

A single C5H9NO molecule at a distorted geometry (ωB97M-V/def2-TZVPD, OMol25).

Calculated values
ΔE to the lowest compared entry with this formula, charge and spin	71.5	kcal per mole
lowest unoccupied orbital energy	0.041	Ha
calculated total energy	-8866.1124	eV
SMILES string	C[C@H]1N[C@H]1[C@H]1CO1

XYZ file:
```
16
C5H9NO (ωB97M-V/def2-TZVPD)
C 1.090 -0.508 1.628
C 0.235 -1.354 0.602
N -1.185 -1.149 0.367
C -0.229 -0.804 -0.687
C 0.023 0.643 -0.990
C -1.086 1.517 -1.368
O -0.508 1.587 -0.068
H 2.153 -0.489 1.342
H 1.063 -0.906 2.656
H 0.738 0.520 1.677
H 0.609 -2.360 0.762
H -1.457 -0.295 0.856
H -0.292 -1.424 -1.583
H 1.021 0.885 -1.357
H -0.909 2.384 -2.000
H -2.094 1.107 -1.401
```

=====

What did the ninth record say?
# C5H9NO

A single C5H9NO molecule at a distorted geometry (ωB97M-V/def2-TZVPD, OMol25).

Calculated values
ΔE to the lowest compared entry with this formula, charge and spin	57.6	kcal per mole
lowest unoccupied orbital energy	0.031	Ha
calculated total energy	-8866.7130	eV
SMILES string	CC1(C)CNC1=O

XYZ file:
```
16
C5H9NO (ωB97M-V/def2-TZVPD)
C -0.902 0.359 1.522
C -0.109 -0.003 0.224
C 1.373 -0.052 0.590
C -0.062 -1.154 -1.212
N -0.221 0.054 -1.947
C -0.645 0.845 -0.906
O -1.410 1.781 -0.905
H -0.527 1.355 1.841
H -0.734 -0.299 2.378
H -1.974 0.512 1.369
H 1.715 0.791 1.202
H 1.990 -0.130 -0.306
H 1.521 -0.967 1.185
H 0.803 -1.741 -1.587
H -0.930 -1.805 -1.176
H 0.138 0.344 -2.843
```